{
  "formula": "C15H16F3N3",
  "method": "the ωB97M-V functional and the def2-TZVPD basis",
  "energy_ha": -1045.08811,
  "smiles": "FC(F)(F)c1cccc(-c2cc(C3CCNCC3)[nH]n2)c1",
  "orbital_gap_ev": 9.44,
  "fmax_ev_per_a": 1.0,
  "species": ["F", "C", "F", "F", "C", "C", "C", "C", "C", "C", "C", "C", "C", "C", "C", "N", "C", "C", "N", "N", "C", "H", "H", "H", "H", "H", "H", "H", "H", "H", "H", "H", "H", "H", "H", "H", "H"],
  "positions_angstrom": [[-4.3551, -2.4694, 0.4285], [-5.1184, -1.4529, -0.0039], [-6.2296, -1.4674, 0.7515], [-5.5150, -1.7921, -1.2491], [-4.4132, -0.1283, 0.0233], [-5.1681, 1.0376, 0.0311], [-4.5169, 2.2598, 0.0271], [-3.1371, 2.3154, 0.0125], [-2.3751, 1.1460, 0.0016], [-0.9244, 1.2278, -0.0123], [0.0207, 0.1778, 0.0076], [1.2526, 0.7926, -0.0162], [2.6357, 0.2374, -0.0112], [2.8857, -0.6328, -1.2514], [4.2996, -1.2250, -1.1924], [4.5488, -1.9866, 0.0155], [4.3042, -1.1924, 1.2031], [2.8905, -0.5987, 1.2511], [0.9975, 2.1216, -0.0486], [-0.2982, 2.4009, -0.0462], [-3.0285, -0.0839, 0.0043], [-6.2457, 0.9823, 0.0450], [-5.0945, 3.1715, 0.0350], [-2.6181, 3.2607, 0.0094], [-0.1733, -0.8740, 0.0376], [3.3476, 1.0724, -0.0241], [2.1512, -1.4409, -1.2779], [2.7660, -0.0378, -2.1586], [4.4710, -1.8773, -2.0514], [5.0366, -0.4159, -1.2262], [3.9492, -2.8072, 0.0279], [4.4788, -1.8211, 2.0789], [5.0412, -0.3827, 1.2121], [2.1564, -1.4060, 1.3024], [2.7740, 0.0207, 2.1421], [1.6704, 2.8722, -0.0734], [-2.4666, -1.0043, -0.0049]],
  "forces_ev_per_angstrom": [[0.27, 0.03, 0.08], [-0.19, -0.31, -0.12], [-0.08, 0.21, 0.12], [0.03, 0.13, -0.14], [-0.08, -0.03, 0.05], [0.11, -0.15, 0.01], [-0.09, -0.03, -0.02], [0.12, -0.15, 0.00], [-0.61, 0.10, -0.01], [1.03, 0.14, -0.01], [0.10, 0.21, -0.01], [-0.01, 0.06, 0.00], [-0.22, -0.29, 0.00], [0.44, 0.18, 0.07], [-0.29, -0.08, -0.21], [0.09, -0.29, 0.00], [-0.29, -0.07, 0.21], [0.44, 0.18, -0.07], [0.25, -0.36, 0.01], [-0.76, 0.38, -0.01], [-0.05, 0.20, 0.01], [-0.09, 0.01, 0.01], [-0.04, 0.09, 0.00], [0.01, 0.11, 0.01], [0.01, -0.26, 0.01], [0.00, -0.01, 0.00], [-0.06, -0.02, -0.03], [-0.08, 0.00, -0.05], [0.06, 0.11, -0.02], [0.01, -0.01, -0.10], [0.10, 0.03, 0.00], [0.06, 0.11, 0.01], [0.01, 0.00, 0.10], [-0.06, -0.02, 0.03], [-0.08, 0.00, 0.05], [-0.12, -0.11, 0.01], [0.06, -0.08, 0.01]],
  "lowdin_charge": [0.134, -0.585, 0.136, 0.136, -0.118, -0.016, -0.058, -0.016, -0.150, -0.250, 0.037, -0.227, -0.275, -0.142, -0.229, -0.079, -0.229, -0.143, 0.034, 0.087, 0.045, 0.120, 0.106, 0.107, 0.106, 0.146, 0.118, 0.119, 0.114, 0.118, 0.109, 0.114, 0.118, 0.117, 0.119, 0.161, 0.118]
}

=====

{
  "formula": "C15H16F3N3O4",
  "method": "the ωB97M-V functional and the def2-TZVPD basis",
  "energy_ha": -1346.04634,
  "smiles": "CCC1=NN(C(=O)C(=O)Nc2ccccc2OC)[C@](O)(C(F)(F)F)C1",
  "orbital_gap_ev": 8.51,
  "fmax_ev_per_a": 1.4,
  "de_lowest_kcal_mol": 0.0,
  "species": ["C", "C", "C", "N", "N", "C", "O", "C", "O", "N", "C", "C", "C", "C", "C", "C", "O", "C", "C", "O", "C", "F", "F", "F", "C", "H", "H", "H", "H", "H", "H", "H", "H", "H", "H", "H", "H", "H", "H", "H", "H"],
  "positions_angstrom": [[-4.5985, -3.3869, -1.1070], [-3.8551, -2.9005, 0.1376], [-3.1547, -1.6156, -0.0993], [-1.9066, -1.4737, 0.0814], [-1.5289, -0.1994, -0.1975], [-0.2626, 0.2423, -0.3361], [-0.0298, 1.3765, -0.7407], [0.8763, -0.7214, 0.0249], [0.7131, -1.8683, 0.3739], [2.0472, -0.0676, -0.1208], [3.3460, -0.5239, 0.0942], [3.6410, -1.8084, 0.5254], [4.9585, -2.1907, 0.7169], [5.9817, -1.2940, 0.4792], [5.7016, -0.0052, 0.0476], [4.3898, 0.3928, -0.1488], [3.9973, 1.6332, -0.5718], [4.9856, 2.6019, -0.8240], [-2.7024, 0.6658, -0.5119], [-2.5482, 1.3869, -1.6689], [-2.9258, 1.6065, 0.7038], [-1.9784, 2.5324, 0.8443], [-2.9784, 0.9146, 1.8531], [-4.0930, 2.2579, 0.5979], [-3.8432, -0.3573, -0.5849], [-3.9088, -3.4970, -1.9397], [-5.0535, -4.3531, -0.9077], [-5.3836, -2.6903, -1.3906], [-4.5692, -2.7626, 0.9541], [-3.1104, -3.6333, 0.4472], [1.9775, 0.8996, -0.4314], [2.8329, -2.4969, 0.7074], [5.1798, -3.1916, 1.0527], [7.0098, -1.5876, 0.6271], [6.5157, 0.6789, -0.1320], [5.6607, 2.2869, -1.6258], [4.4464, 3.4947, -1.1366], [5.5664, 2.8261, 0.0760], [-1.6849, 1.8484, -1.6312], [-4.6976, -0.0847, 0.0328], [-4.1713, -0.4556, -1.6209]],
  "forces_ev_per_angstrom": [[0.09, 0.02, 0.19], [0.02, -0.16, -0.08], [-0.11, 0.63, -0.08], [0.02, -1.35, 0.33], [-0.47, 0.99, -0.26], [-0.36, -0.07, -0.11], [0.11, -0.04, 0.05], [0.31, -0.22, 0.04], [0.23, 0.10, 0.00], [0.05, 0.71, -0.21], [0.26, -0.14, 0.05], [-0.11, 0.03, -0.01], [0.21, 0.07, -0.01], [-0.02, -0.17, 0.05], [-0.10, 0.26, -0.09], [-0.05, -0.16, 0.04], [-0.25, -0.44, 0.13], [0.17, 0.22, -0.06], [0.22, 0.16, 0.52], [-0.08, 0.24, -0.37], [-0.18, 0.24, 0.19], [0.17, -0.01, -0.15], [0.05, -0.28, -0.01], [-0.15, -0.02, -0.25], [0.35, -0.02, -0.04], [0.03, -0.02, -0.13], [-0.08, -0.07, -0.05], [-0.10, 0.03, -0.09], [0.03, -0.03, 0.06], [-0.04, 0.02, 0.08], [-0.12, -0.24, 0.06], [-0.04, -0.01, 0.00], [0.01, -0.09, 0.03], [0.09, -0.02, 0.01], [0.03, 0.10, -0.03], [-0.03, 0.00, 0.05], [0.09, -0.04, 0.02], [-0.02, -0.03, -0.04], [-0.21, -0.22, 0.15], [0.00, 0.01, -0.03], [-0.02, 0.04, 0.02]],
  "lowdin_charge": [-0.091, -0.180, -0.261, 0.187, 0.046, -0.286, 0.069, -0.359, 0.092, 0.157, -0.138, -0.004, -0.088, -0.092, -0.027, -0.208, -0.089, -0.078, -0.365, 0.081, -0.557, 0.172, 0.162, 0.157, 0.017, 0.081, 0.072, 0.069, 0.121, 0.118, 0.137, 0.102, 0.102, 0.101, 0.102, 0.098, 0.096, 0.098, 0.108, 0.137, 0.140]
}

=====

{
  "formula": "C15H16FN3OS",
  "method": "the ωB97M-V functional and the def2-TZVPD basis",
  "energy_ha": -1318.72045,
  "smiles": "CC(=O)[C@H](C)Sc1nnc(-c2ccccc2F)n1C1CC1",
  "orbital_gap_ev": 9.42,
  "fmax_ev_per_a": 1.2,
  "de_lowest_kcal_mol": 0.0,
  "species": ["C", "C", "O", "C", "C", "S", "C", "N", "N", "C", "C", "C", "C", "C", "C", "C", "F", "N", "C", "C", "C", "H", "H", "H", "H", "H", "H", "H", "H", "H", "H", "H", "H", "H", "H", "H", "H"],
  "positions_angstrom": [[-2.9773, -1.5873, 1.7526], [-2.5884, -0.1684, 1.4800], [-1.6827, 0.3962, 2.0474], [-3.3821, 0.5598, 0.4091], [-4.8883, 0.3907, 0.5071], [-2.8287, -0.1139, -1.2349], [-1.2184, -0.6442, -0.8144], [-0.8265, -1.8862, -0.7733], [0.4561, -1.8971, -0.4113], [0.8430, -0.6619, -0.2231], [2.1507, -0.2335, 0.2550], [2.2591, 0.5923, 1.3710], [3.5005, 0.9787, 1.8403], [4.6532, 0.5479, 1.2033], [4.5677, -0.2726, 0.0923], [3.3218, -0.6560, -0.3678], [3.2491, -1.4210, -1.4703], [-0.1911, 0.1970, -0.4804], [-0.2012, 1.6169, -0.4234], [0.8417, 2.3719, -1.1917], [-0.5820, 2.3824, -1.6562], [-3.0809, -2.1395, 0.8207], [-3.9320, -1.6045, 2.2754], [-2.2222, -2.0609, 2.3749], [-3.1110, 1.6196, 0.4254], [-5.3730, 0.9799, -0.2676], [-5.1721, -0.6491, 0.3712], [-5.2385, 0.7365, 1.4780], [1.3609, 0.9061, 1.8807], [3.5692, 1.6148, 2.7092], [5.6218, 0.8498, 1.5711], [5.4495, -0.6193, -0.4232], [-0.5147, 1.9968, 0.5439], [1.2551, 3.2609, -0.7421], [1.5556, 1.8002, -1.7649], [-1.1663, 3.2809, -1.5332], [-0.8302, 1.8182, -2.5424]],
  "forces_ev_per_angstrom": [[0.19, -0.16, 0.21], [-0.21, 0.08, -0.04], [0.03, 0.02, 0.16], [0.27, 0.17, -0.46], [0.12, -0.01, -0.07], [-0.18, -0.03, 0.26], [-0.28, 0.56, -0.21], [-1.02, -0.17, -0.25], [1.19, -0.22, 0.28], [-0.32, 0.19, -0.07], [0.34, -0.08, -0.01], [0.16, -0.10, -0.09], [-0.01, 0.12, 0.12], [-0.06, -0.03, -0.04], [-0.05, -0.10, -0.10], [-0.06, 0.16, 0.06], [0.00, 0.08, 0.16], [0.24, -0.82, -0.29], [-0.05, 0.50, 0.17], [0.04, 0.04, -0.03], [0.01, 0.03, -0.09], [-0.05, -0.03, -0.05], [-0.12, -0.02, 0.04], [0.01, 0.01, 0.00], [0.03, -0.18, 0.15], [-0.11, 0.04, -0.03], [-0.07, -0.08, 0.02], [-0.08, 0.05, 0.05], [-0.12, 0.03, 0.04], [0.01, 0.05, 0.08], [0.09, 0.02, 0.03], [0.07, -0.04, -0.07], [0.03, 0.04, -0.13], [-0.02, 0.05, 0.11], [-0.01, -0.11, -0.04], [-0.04, 0.05, 0.10], [0.04, -0.09, 0.02]],
  "lowdin_charge": [-0.012, -0.491, 0.081, -0.525, -0.120, 1.015, -0.647, 0.037, 0.094, -0.242, -0.095, -0.014, -0.077, -0.075, -0.003, -0.220, 0.083, 0.038, -0.278, -0.075, -0.093, 0.078, 0.090, 0.095, 0.108, 0.078, 0.074, 0.090, 0.119, 0.104, 0.105, 0.119, 0.138, 0.107, 0.111, 0.105, 0.099]
}

=====

{
  "formula": "C15H16FeN3O2S4Sb",
  "method": "the ωB97M-V functional and the def2-TZVPD basis",
  "charge": -2,
  "energy_ha": -3992.79713,
  "orbital_gap_ev": 5.37,
  "fmax_ev_per_a": 0.5,
  "de_lowest_kcal_mol": 0.0,
  "species": ["Fe", "C", "C", "N", "N", "C", "O", "C", "C", "C", "C", "C", "C", "C", "C", "C", "C", "C", "N", "H", "H", "H", "H", "H", "H", "H", "H", "H", "H", "H", "H", "S", "Sb", "S", "S", "S", "C", "O", "H", "H", "H", "H"],
  "positions_angstrom": [[0.0955, 0.0176, -0.2336], [0.4405, 3.2028, 2.4689], [0.5453, 1.9395, 1.6749], [-0.1602, 1.6832, 0.6250], [-1.0606, 2.5578, 0.1195], [-1.5493, 2.0464, -1.0140], [-1.2056, 0.9598, -1.5521], [-2.5823, 2.8701, -1.7101], [-3.1058, 2.4085, -2.9140], [-4.0636, 3.1477, -3.5918], [-4.5135, 4.3537, -3.0708], [-4.0009, 4.8134, -1.8639], [-3.0418, 4.0759, -1.1869], [1.4470, 0.8515, 2.0401], [2.2333, 0.8441, 3.1848], [3.0058, -0.2729, 3.4641], [2.9691, -1.3533, 2.6013], [2.1716, -1.2772, 1.4673], [1.4506, -0.1964, 1.1823], [-0.2891, 3.8547, 1.9955], [0.1175, 2.9981, 3.4937], [1.4053, 3.7169, 2.5200], [-2.7528, 1.4552, -3.2847], [-4.4686, 2.7765, -4.5257], [-5.2661, 4.9289, -3.5977], [-4.3563, 5.7491, -1.4476], [-2.6329, 4.4144, -0.2448], [2.2139, 1.6905, 3.8589], [3.6105, -0.3062, 4.3631], [3.5176, -2.2625, 2.8034], [2.0629, -2.0990, 0.7674], [0.1409, -4.5701, 1.3432], [-1.0170, -3.0938, 0.0046], [-1.4537, -1.0499, 1.1380], [0.5414, -2.0053, -1.4440], [-2.8311, -3.9051, -1.1327], [2.7571, 0.4140, -1.7633], [1.4486, 0.9626, -1.6504], [3.2231, 0.7336, -2.7008], [2.7337, -0.6754, -1.7052], [3.3342, 0.8080, -0.9268], [0.8564, 0.5266, -2.2880]],
  "forces_ev_per_angstrom": [[0.32, -0.02, -0.36], [0.03, -0.04, 0.00], [-0.18, 0.28, -0.02], [0.14, -0.24, 0.14], [-0.18, 0.19, -0.07], [0.26, -0.17, 0.08], [-0.22, -0.01, 0.23], [-0.14, 0.13, -0.09], [0.03, -0.03, 0.05], [-0.03, 0.01, -0.02], [0.02, -0.02, 0.01], [-0.03, 0.02, -0.01], [0.05, 0.00, 0.01], [0.12, -0.17, -0.08], [0.01, 0.06, 0.05], [0.00, -0.03, -0.01], [0.03, 0.00, 0.02], [-0.09, 0.03, -0.03], [0.01, -0.09, 0.29], [0.01, 0.01, -0.01], [0.00, -0.01, 0.00], [-0.01, 0.01, 0.01], [0.00, 0.00, -0.01], [0.00, 0.00, 0.00], [0.00, 0.00, 0.00], [0.01, 0.00, 0.01], [0.00, 0.00, 0.00], [0.00, 0.01, -0.01], [0.00, 0.01, 0.00], [-0.01, -0.01, -0.01], [0.02, -0.02, 0.02], [0.03, 0.01, 0.02], [0.03, 0.16, -0.05], [-0.20, 0.01, 0.00], [-0.04, 0.03, -0.10], [0.01, -0.08, 0.05], [0.05, 0.05, 0.02], [-0.15, -0.10, -0.01], [0.01, 0.00, 0.00], [-0.02, 0.00, 0.00], [0.00, 0.00, 0.00], [0.14, 0.01, -0.09]],
  "lowdin_charge": [-0.080, -0.039, -0.266, -0.077, 0.094, -0.436, -0.080, -0.129, -0.014, -0.096, -0.121, -0.109, -0.039, -0.208, -0.029, -0.087, -0.055, -0.123, 0.006, 0.056, 0.077, 0.074, 0.120, 0.093, 0.086, 0.088, 0.098, 0.096, 0.093, 0.101, 0.044, -0.400, -0.209, 0.009, -0.002, -0.400, -0.161, -0.195, 0.074, 0.017, 0.079, 0.051]
}

=====

no.,highest occupied orbital energy (eV)
1,-8.67
2,-8.24
3,-8.83
4,-0.91